Record 1
# H6N2

A cluster of 2 separate species, H6N2 in total (the ωB97M-V functional and the def2-TZVPD basis, OMol25).

Atoms and positions in Å:
N: -1.145 1.662 1.331
H: -0.895 0.718 1.020
H: -0.676 2.318 0.698
H: -2.153 1.769 1.177
N: 1.184 -1.420 -0.851
H: 2.147 -1.768 -0.894
H: 0.960 -1.047 -1.779
H: 0.579 -2.234 -0.703

The value obtained for the orbital gap is 10.940 eV. The total energy is -3077.643 eV. The value obtained for the lowest unoccupied orbital energy is 1.04 eV.

Charges computed using natural (NBO), reported in e: N -1.073; H 0.364; H 0.356; H 0.352; N -1.074; H 0.359; H 0.357; H 0.358

***

Record 2
# H6N2O2SSi

A structure of composition H6N2O2SSi (the ωB97M-V functional and the def2-TZVPD basis, OMol25).

Atoms and positions in Å:
N: 0.398 -0.326 -2.185
N: -0.803 0.427 0.666
O: -0.396 1.810 -1.758
O: 1.814 1.219 -0.828
Si: -0.276 -0.664 1.883
S: 0.466 0.930 -1.116
H: -0.224 -0.375 -2.936
H: 0.938 -1.185 -1.849
H: -1.344 1.262 0.880
H: 1.074 -0.407 2.433
H: -0.444 -2.137 1.807
H: -1.203 -0.555 3.004

The value obtained for the orbital gap (spin up / spin down) is 8.988 / 8.989 eV. The total energy is -25882.441 eV. The value obtained for the lowest unoccupied orbital energy (spin up / spin down) is -1.02 / -1.02 eV.

natural (NBO) atomic charge list, values in e, 8 entries: N -1.071; N -1.252; O -0.921; O -0.857; Si 1.064; S 2.345; H 0.427; H 0.410

***

Record 3
# H6N4O2

A cluster of 2 separate species, H6N4O2 in total (the ωB97M-V functional and the def2-TZVPD basis, OMol25).

Atoms and positions in Å:
N: -0.782 -1.033 0.846
N: 0.437 -1.091 0.113
N: 1.447 -0.459 0.751
O: 2.522 -0.894 0.362
H: -0.733 -1.565 1.715
H: -1.559 -1.402 0.299
H: 0.740 -2.033 -0.146
N: -0.583 2.069 -0.402
O: -0.009 1.353 -1.528
H: -1.107 1.319 0.065
H: -1.280 2.661 -0.856
H: 0.908 1.076 -1.219

The value obtained for the orbital gap is 9.475 eV. The total energy is -10147.563 eV. The value obtained for the lowest unoccupied orbital energy is 0.12 eV.

natural (NBO) atomic charge list, values in e, 8 entries: N -0.672; N -0.278; N 0.239; O -0.367; H 0.355; H 0.372; H 0.355; N -0.523

***

Record 4
# H6NO

A cluster of 2 separate species, H6NO in total (the ωB97M-V functional and the def2-TZVPD basis, OMol25).

Atoms and positions in Å:
N: -0.339 1.115 0.593
H: -1.209 1.510 0.275
H: -0.189 0.168 0.105
H: 0.498 1.694 0.464
H: -0.409 1.037 1.613
H: 0.001 -1.457 -1.464
H: 0.858 -1.815 -0.200
O: 0.337 -1.123 -0.619

The value obtained for the orbital gap is 13.449 eV. Its charge is +1. The total energy is -3628.548 eV. The value obtained for the lowest unoccupied orbital energy is -3.96 eV.

Charges computed using natural (NBO), reported in e: N -0.892; H 0.446; H 0.478; H 0.450; H 0.443; H 0.520; H 0.519; O -0.963

***

Record 5
# H6O19S4Zn

A structure of composition H6O19S4Zn (the ωB97M-V functional and the def2-TZVPD basis, OMol25).

Atoms and positions in Å:
Zn: 0.614 0.377 -0.411
S: -3.460 -3.386 -1.000
O: -2.332 -2.461 -0.989
O: -4.651 -2.651 -1.442
O: -3.146 -4.467 -1.875
O: -3.656 -3.890 0.328
S: 1.687 -2.109 4.237
O: 2.600 -3.199 4.605
O: 1.857 -1.621 2.857
O: 0.388 -2.716 4.344
O: 1.803 -1.064 5.282
S: -3.385 2.600 2.159
O: -2.004 2.244 1.796
O: -4.257 2.057 1.127
O: -3.788 2.126 3.497
O: -3.504 4.060 2.141
S: -2.025 2.481 -4.619
O: -2.265 3.879 -4.862
O: -1.062 2.324 -3.548
O: -3.329 1.874 -4.290
O: -1.414 1.936 -5.826
O: 2.709 -1.655 -2.846
H: 2.403 -2.405 -3.355
H: 3.651 -1.621 -3.011
O: 3.020 3.148 -0.363
H: 3.147 3.712 -1.125
H: 2.463 3.658 0.224
O: 6.204 -0.912 2.049
H: 6.477 -1.294 2.883
H: 5.254 -1.023 2.034

The value obtained for the orbital gap is 2.045 eV. Its charge is -6. The total energy is -130730.223 eV. The value obtained for the lowest unoccupied orbital energy is 9.23 eV.

natural (NBO) atomic charge list, values in e, 8 entries: Zn 0.232; S 2.589; O -0.848; O -0.960; O -1.116; O -0.993; S 2.587; O -1.169

***

Record 6
# H6O3

A cluster of 3 separate species, H6O3 in total (the ωB97M-V functional and the def2-TZVPD basis, OMol25).

Atoms and positions in Å:
O: -17.626 -7.409 15.409
H: -17.526 -7.456 16.329
H: -17.214 -6.609 15.073
O: -16.332 -5.717 13.680
H: -15.688 -4.976 13.885
H: -16.849 -5.315 12.954
O: -16.628 -9.140 13.581
H: -15.814 -9.344 14.085
H: -17.152 -8.797 14.266

The value obtained for the orbital gap is 10.919 eV. The total energy is -6239.754 eV. The value obtained for the lowest unoccupied orbital energy is 0.50 eV.

natural (NBO) atomic charge list, values in e, 8 entries: O -0.973; H 0.468; H 0.503; O -0.945; H 0.477; H 0.483; O -0.950; H 0.452

***

ΔE to the lowest compared entry with this formula, charge and spin for every record listed, in sequence, given in kJ/mol: 7.6 257.0 94.0 2.6 277.0 48.2.